(1)
Molecular formula: C66H163N8O14P
Method: DFT, wB97M-V/def2-TZVPD

Summary:
* net charge: +4
* spin multiplicity: 1

Positions of all 252 atoms, in Å:
P: 5.303 20.926 -8.842
O: 4.192 20.303 -9.811
O: 6.135 21.858 -9.844
O: 6.146 19.726 -8.297
O: 4.723 21.754 -7.617
C: 9.581 25.590 -11.557
C: 10.508 25.260 -12.719
N: 10.780 26.377 -13.794
C: 9.456 26.539 -14.633
C: 11.130 27.760 -13.071
C: 9.824 28.623 -12.566
C: 11.979 26.056 -14.777
C: 13.314 25.617 -14.152
O: 13.691 26.668 -13.329
C: 15.053 26.665 -12.843
H: 9.429 24.732 -10.903
H: 8.564 25.829 -11.869
H: 9.941 26.388 -10.908
H: 9.879 24.511 -13.200
H: 11.385 24.754 -12.315
H: 9.475 25.596 -15.179
H: 9.588 27.366 -15.330
H: 8.560 26.655 -14.023
H: 11.711 28.371 -13.762
H: 11.837 27.667 -12.247
H: 9.024 28.082 -12.060
H: 9.378 29.194 -13.381
H: 10.084 29.413 -11.862
H: 12.069 26.936 -15.414
H: 11.541 25.288 -15.413
H: 13.882 25.354 -15.045
H: 13.241 24.697 -13.572
H: 15.256 25.907 -12.086
H: 15.336 27.600 -12.359
H: 15.892 26.495 -13.518
C: 0.815 23.444 -8.034
C: 1.462 22.035 -8.044
N: 1.456 21.298 -6.720
C: 2.349 20.045 -6.935
C: 2.118 22.146 -5.649
C: 1.973 21.681 -4.179
C: 0.069 20.889 -6.294
C: -0.567 20.026 -7.351
O: -1.358 20.799 -8.237
C: -1.625 20.087 -9.443
H: -0.187 23.342 -7.617
H: 0.759 23.907 -9.019
H: 1.379 24.204 -7.494
H: 2.485 22.141 -8.406
H: 1.049 21.495 -8.896
H: 3.400 20.329 -6.890
H: 2.362 19.725 -7.977
H: 2.087 19.238 -6.251
H: 1.606 23.108 -5.672
H: 3.173 22.269 -5.894
H: 2.365 20.681 -3.996
H: 0.974 21.687 -3.744
H: 2.507 22.414 -3.573
H: -0.570 21.754 -6.116
H: 0.331 20.314 -5.405
H: -1.232 19.408 -6.748
H: 0.139 19.412 -7.910
H: -2.371 19.292 -9.416
H: -0.698 19.766 -9.918
H: -2.054 20.862 -10.078
C: 5.763 14.285 -11.445
C: 4.746 14.973 -10.475
N: 5.126 16.430 -9.930
C: 5.565 17.448 -10.951
C: 3.801 17.059 -9.216
C: 2.993 15.919 -8.577
C: 6.119 16.404 -8.759
C: 7.310 15.437 -8.951
O: 8.079 15.789 -10.147
C: 9.130 14.735 -10.393
H: 5.333 13.503 -12.070
H: 6.671 13.813 -11.068
H: 6.127 14.972 -12.209
H: 4.498 14.218 -9.729
H: 3.894 15.122 -11.138
H: 6.561 17.175 -11.299
H: 5.620 18.363 -10.361
H: 4.979 17.540 -11.865
H: 3.163 17.576 -9.933
H: 4.118 17.649 -8.356
H: 3.612 15.302 -7.925
H: 2.472 15.230 -9.242
H: 2.271 16.387 -7.908
H: 5.667 16.188 -7.791
H: 6.444 17.417 -8.519
H: 7.043 14.380 -8.938
H: 7.956 15.719 -8.120
H: 9.814 14.851 -11.234
H: 8.814 13.695 -10.311
H: 9.818 14.877 -9.560
C: 3.822 20.393 -16.076
C: 3.207 21.168 -14.725
N: 3.793 20.781 -13.300
C: 3.178 19.495 -12.764
C: 5.328 20.490 -13.351
C: 6.137 21.770 -13.566
C: 3.513 22.014 -12.318
C: 1.983 22.049 -11.801
O: 1.280 22.415 -12.920
C: 0.037 22.918 -12.576
H: 3.100 19.626 -16.356
H: 4.744 19.825 -15.955
H: 4.005 21.171 -16.817
H: 2.119 21.107 -14.701
H: 3.449 22.227 -14.815
H: 3.562 19.426 -11.747
H: 3.421 18.547 -13.245
H: 2.116 19.734 -12.832
H: 5.369 19.734 -14.135
H: 5.849 20.048 -12.502
H: 5.793 22.265 -14.474
H: 7.155 21.442 -13.779
H: 6.162 22.481 -12.741
H: 3.951 22.921 -12.734
H: 4.143 21.888 -11.437
H: 1.944 22.822 -11.034
H: 1.599 21.134 -11.349
H: -0.474 23.513 -13.332
H: 0.082 23.541 -11.683
H: -0.677 22.169 -12.235
C: 7.958 18.649 -5.136
C: 7.069 19.852 -5.499
N: 7.102 21.104 -4.534
C: 5.794 21.943 -4.750
C: 7.129 20.524 -3.070
C: 5.806 19.766 -2.735
C: 8.421 21.918 -4.712
C: 8.613 23.180 -3.781
O: 7.500 24.114 -3.870
C: 7.494 25.247 -3.004
H: 8.963 19.049 -5.003
H: 8.017 17.905 -5.931
H: 7.687 18.172 -4.194
H: 6.034 19.550 -5.660
H: 7.403 20.346 -6.411
H: 5.708 22.482 -3.806
H: 4.917 21.297 -4.791
H: 5.939 22.498 -5.677
H: 7.027 21.407 -2.439
H: 8.121 20.133 -2.844
H: 4.982 20.470 -2.609
H: 5.953 19.130 -1.862
H: 5.673 18.930 -3.422
H: 8.405 22.254 -5.749
H: 9.175 21.150 -4.539
H: 9.547 23.572 -4.184
H: 8.992 23.069 -2.765
H: 6.720 25.862 -3.462
H: 8.431 25.805 -2.980
H: 7.160 24.924 -2.018
C: -1.062 18.058 -16.672
C: -1.623 17.258 -15.423
N: -2.570 18.065 -14.451
C: -1.931 19.459 -14.093
C: -3.804 18.284 -15.305
C: -4.958 18.895 -14.535
C: -3.019 17.289 -13.178
C: -1.804 16.919 -12.261
O: -0.961 17.997 -11.884
C: 0.285 17.670 -11.278
H: -0.814 17.409 -17.512
H: -0.222 18.735 -16.516
H: -1.764 18.741 -17.151
H: -0.764 16.937 -14.833
H: -2.095 16.373 -15.850
H: -0.844 19.386 -14.083
H: -2.437 20.109 -13.379
H: -2.038 19.966 -15.051
H: -4.070 17.275 -15.619
H: -3.659 18.946 -16.159
H: -4.762 19.838 -14.025
H: -5.523 18.160 -13.962
H: -5.638 19.271 -15.300
H: -3.610 16.374 -13.226
H: -3.690 17.976 -12.663
H: -1.231 16.093 -12.681
H: -2.343 16.636 -11.358
H: 0.786 18.590 -10.976
H: 0.921 17.209 -12.034
H: 0.089 16.891 -10.541
C: 3.357 25.330 -10.174
C: 4.513 24.610 -9.447
N: 5.540 25.556 -8.653
C: 6.026 26.499 -9.763
C: 4.908 26.300 -7.401
C: 4.716 25.394 -6.228
C: 6.792 24.731 -8.241
C: 8.050 25.349 -7.464
O: 9.038 25.676 -8.402
C: 10.248 26.373 -7.999
H: 2.733 25.854 -9.450
H: 2.687 24.605 -10.637
H: 3.811 25.944 -10.952
H: 4.994 24.055 -10.253
H: 4.245 23.780 -8.793
H: 6.731 27.202 -9.321
H: 5.274 27.152 -10.206
H: 6.344 25.784 -10.522
H: 4.027 26.864 -7.706
H: 5.688 27.039 -7.217
H: 4.327 25.954 -5.377
H: 5.701 25.054 -5.908
H: 4.077 24.514 -6.309
H: 7.081 24.168 -9.128
H: 6.254 24.006 -7.630
H: 8.414 24.523 -6.853
H: 7.689 26.272 -7.010
H: 10.678 25.827 -7.159
H: 10.137 27.444 -7.832
H: 10.975 26.075 -8.755
C: 10.047 21.921 -12.196
C: 10.612 20.708 -11.270
N: 9.715 20.411 -10.013
C: 8.489 19.732 -10.561
C: 10.505 19.502 -9.005
C: 10.896 18.108 -9.553
C: 9.233 21.745 -9.294
C: 10.328 22.723 -8.817
O: 11.690 22.215 -8.639
C: 12.406 22.959 -7.551
H: 10.217 22.897 -11.742
H: 8.998 21.877 -12.487
H: 10.595 22.037 -13.131
H: 11.599 21.015 -10.926
H: 10.723 19.949 -12.045
H: 7.780 20.400 -11.050
H: 7.951 19.258 -9.739
H: 8.668 18.900 -11.242
H: 9.766 19.406 -8.210
H: 11.346 20.011 -8.534
H: 11.384 17.621 -8.709
H: 11.664 18.159 -10.324
H: 10.062 17.462 -9.827
H: 8.601 21.546 -8.429
H: 8.536 22.200 -9.997
H: 9.911 22.976 -7.843
H: 10.333 23.663 -9.369
H: 11.971 22.916 -6.553
H: 12.657 23.976 -7.855
H: 13.418 22.555 -7.548
C: 5.948 25.187 -14.479
C: 5.511 26.505 -13.983
O: 5.960 26.904 -12.878
O: 4.986 27.325 -14.724
H: 5.557 25.004 -15.480
H: 5.625 24.321 -13.902
H: 7.035 25.109 -14.470

Atomic partial charges in e from the Mulliken method, atoms 1 to 99:
1. P -0.22
2. O 0.90
3. O -2.03
4. O -0.97
5. O -0.22
6. C 1.31
7. C -0.89
8. N 0.64
9. C -1.29
10. C -0.47
11. C -1.22
12. C -0.69
13. C -0.55
14. O -0.24
15. C -0.92
16. H -0.92
17. H -0.40
18. H 0.35
19. H 0.00
20. H 0.33
21. H 0.50
22. H 0.48
23. H 0.33
24. H 0.55
25. H 0.38
26. H 0.17
27. H 0.42
28. H 0.38
29. H 0.46
30. H 0.42
31. H 0.48
32. H 0.34
33. H 0.32
34. H 0.31
35. H 0.35
36. C -1.49
37. C 1.34
38. N 1.25
39. C -0.12
40. C 0.64
41. C -1.84
42. C -1.08
43. C -0.54
44. O -0.45
45. C -0.18
46. H 0.40
47. H 0.17
48. H 0.21
49. H -0.38
50. H -0.54
51. H -0.70
52. H -0.16
53. H 0.58
54. H 0.49
55. H -0.55
56. H 0.38
57. H 0.49
58. H 0.43
59. H 0.47
60. H 0.76
61. H 0.66
62. H 0.14
63. H 0.37
64. H -0.32
65. H 0.33
66. C -1.20
67. C -0.52
68. N 1.23
69. C -1.24
70. C 1.74
71. C -1.82
72. C -0.10
73. C -1.46
74. O -0.24
75. C -1.04
76. H 0.48
77. H 0.24
78. H 0.26
79. H 0.48
80. H 0.34
81. H 0.62
82. H -0.24
83. H 0.33
84. H -0.63
85. H -0.39
86. H 0.39
87. H 0.39
88. H 0.47
89. H 0.59
90. H -0.15
91. H 0.43
92. H 0.70
93. H 0.32
94. H 0.40
95. H 0.39
96. C -1.31
97. C -0.36
98. N 1.21
99. C -0.48

---

(2)
Molecular formula: C12H40O8
Method: DFT, wB97M-V/def2-TZVPD

Summary:
* relative energy (zero: lowest compared OMol25 entry of this formula, charge and spin): 3.527 eV
* spin multiplicity: 1

Positions of all 60 atoms, in Å:
C: 0.126 3.464 -0.457
C: -1.353 3.766 -0.474
O: -1.541 4.911 0.370
H: 0.538 3.534 0.550
H: 0.680 4.110 -1.139
H: 0.270 2.502 -0.948
H: -2.029 2.985 -0.123
H: -1.673 3.981 -1.494
H: -1.622 5.642 -0.248
C: 1.990 -0.828 -4.839
C: 1.652 -0.693 -3.381
O: 0.270 -0.555 -3.064
H: 2.991 -0.433 -5.011
H: 1.310 -0.201 -5.416
H: 1.804 -1.860 -5.136
H: 2.281 0.116 -3.010
H: 2.043 -1.545 -2.826
H: 0.278 -0.524 -2.105
C: 1.120 -4.740 0.427
C: 0.345 -3.772 -0.561
O: 1.082 -2.645 -0.333
H: 1.137 -4.389 1.459
H: 2.169 -4.774 0.134
H: 0.719 -5.753 0.450
H: -0.668 -3.679 -0.170
H: 0.444 -4.093 -1.598
H: 1.319 -2.522 0.589
C: -3.491 -1.873 1.000
C: -3.624 -1.035 -0.260
O: -2.511 -0.913 -1.017
H: -2.637 -1.645 1.638
H: -3.468 -2.919 0.693
H: -4.317 -1.646 1.674
H: -3.970 -0.006 -0.159
H: -4.401 -1.498 -0.868
H: -2.484 -1.735 -1.513
C: -2.847 1.127 3.217
C: -1.977 2.278 3.141
O: -0.738 1.731 2.956
H: -2.719 0.443 4.057
H: -2.812 0.547 2.294
H: -3.846 1.563 3.216
H: -1.805 2.697 4.132
H: -2.295 2.967 2.358
H: -0.714 1.382 2.062
C: 4.232 1.756 -0.124
C: 2.992 0.904 -0.053
O: 2.191 1.173 1.119
H: 4.872 1.387 -0.925
H: 4.884 1.603 0.736
H: 3.944 2.797 -0.274
H: 3.411 -0.078 0.166
H: 2.417 0.978 -0.976
H: 1.416 0.606 1.126
O: -0.352 0.180 0.695
H: -0.911 -0.198 0.017
H: -0.257 -0.517 1.344
O: 1.845 -1.665 2.169
H: 1.674 -1.136 2.948
H: 2.613 -1.259 1.767

Population analysis type Mulliken, resulting atomic charges in e:
1. C -0.60
2. C -0.33
3. O -0.53
4. H 0.28
5. H 0.47
6. H -0.03
7. H 0.02
8. H 0.43
9. H 0.29
10. C -1.26
11. C 0.33
12. O -0.52
13. H 0.35
14. H 0.32
15. H 0.30
16. H 0.07
17. H 0.18
18. H 0.21
19. C -1.30
20. C 0.07
21. O -0.20
22. H 0.37
23. H 0.31
24. H 0.38
25. H 0.04
26. H 0.32
27. H 0.18
28. C -1.06
29. C -0.47
30. O -0.42
31. H 0.18
32. H 0.35
33. H 0.38
34. H 0.33
35. H 0.43
36. H 0.26
37. C -0.68
38. C -0.07
39. O -0.54
40. H 0.29
41. H -0.12
42. H 0.41
43. H 0.30
44. H 0.07
45. H 0.25
46. C -1.53
47. C 0.61
48. O -0.57
49. H 0.38
50. H 0.35
51. H 0.35
52. H 0.23
53. H -0.19
54. H 0.17
55. O 0.49
56. H -0.40
57. H 0.24
58. O -0.72
59. H 0.31
60. H 0.24

---

| no. | calculated total energy (Eh) | Kohn-Sham gap (eV) |
| --- | --- | --- |
| 1 | -4443.5001 | 5.8 |
| 2 | -1082.9933 | 10.0 |